Record 1
Formula: C5H14
Source: OMol25
Level of theory: the ωB97M-V functional and the def2-TZVPD basis

Properties
- ΔE to the lowest compared entry with this formula, charge and spin: 26.6 kcal/mol
- HOMO level: -11.1 eV

Geometry as XYZ:
```
19
C5H14 | OMol25 | the ωB97M-V functional and the def2-TZVPD basis
C 0.278 -0.753 -1.205
C -0.741 -1.569 -0.382
C -2.072 -1.931 -1.097
H 0.402 -1.409 -2.151
H 1.283 -0.656 -0.745
H 0.013 0.350 -1.340
H -0.241 -2.460 -0.041
H -0.934 -0.963 0.571
H -2.770 -2.530 -0.522
H -2.664 -0.973 -1.259
H -1.741 -2.502 -1.947
C 0.485 1.690 1.610
C 1.909 2.140 0.909
H -0.254 2.500 1.564
H 0.102 0.861 1.050
H 0.615 1.425 2.630
H 2.579 1.311 1.001
H 1.976 3.113 1.430
H 1.776 2.356 -0.077
```

Atom charges from the Mulliken analysis, given in e for atoms 1 to 2: C -0.9513; C -0.1829

=====

Record 2
Formula: C3H3BrO
Source: OMol25
Level of theory: the ωB97M-V functional and the def2-TZVPD basis

Properties
- ΔE to the lowest compared entry with this formula, charge and spin: 45.2 kcal/mol
- HOMO level (spin up / spin down): -8.2 / -8.2 eV

Geometry as XYZ:
```
8
C3H3BrO | OMol25 | the ωB97M-V functional and the def2-TZVPD basis
C -0.986 0.559 0.468
C -0.393 -0.142 -0.554
C 0.468 -1.082 -0.146
O 1.088 -1.919 0.348
Br 2.718 0.808 -0.271
H -1.586 1.534 0.201
H -0.713 0.355 1.511
H -0.596 -0.114 -1.557
```

Atom charges from the Mulliken analysis, given in e for atoms 1 to 2: C -0.4297; C -0.2413

=====

Record 3
Formula: C4H4O4
Source: OMol25
Level of theory: the ωB97M-V functional and the def2-TZVPD basis

Properties
- ΔE to the lowest compared entry with this formula, charge and spin: 133.8 kcal/mol
- HOMO level: -10.2 eV

Geometry as XYZ:
```
12
C4H4O4 | OMol25 | the ωB97M-V functional and the def2-TZVPD basis
C 2.435 -0.128 0.488
C 0.882 0.525 0.025
C -1.368 0.092 -0.161
C -2.460 -0.884 -0.226
H 2.983 0.953 1.137
H 0.479 1.169 0.736
H 1.441 1.066 -1.064
H -2.221 -1.719 -1.041
O 3.061 -1.112 -0.114
O -0.093 -0.250 -0.278
O -1.790 1.254 -0.076
O -3.348 -0.966 0.573
```

Atom charges from the Mulliken analysis, given in e for atoms 1 to 2: C 0.1335; C -0.4146

=====

Record 4
Formula: C3H9O2P
Source: OMol25
Level of theory: the ωB97M-V functional and the def2-TZVPD basis

Properties
- ΔE to the lowest compared entry with this formula, charge and spin: 64.0 kcal/mol
- HOMO level: -8.4 eV

Geometry as XYZ:
```
15
C3H9O2P | OMol25 | the ωB97M-V functional and the def2-TZVPD basis
C 0.021 -1.351 -1.085
P 0.204 0.292 -0.878
O -1.086 1.243 -0.546
C -2.235 0.768 0.048
O 1.119 0.514 0.437
C 2.473 0.785 0.270
H 1.101 -1.880 -1.061
H -0.484 -1.764 -1.918
H 0.703 1.510 -1.570
H -3.077 1.027 -0.544
H -2.264 1.209 1.042
H -2.317 -0.330 0.381
H 2.713 1.636 0.996
H 2.696 1.081 -0.794
H 3.049 -0.051 0.845
```

Atom charges from the Mulliken analysis, given in e for atoms 1 to 2: C -0.8976; P 0.7357